Below is C30H46O3P2Yb as an isolated structure at a distorted geometry, with properties calculated with ωB97M-V with the def2-TZVPD basis set.

The calculation puts the relative energy (zero: lowest compared OMol25 entry of this formula, charge and spin) at 468.6 kJ/mol. Its gap between HOMO and LUMO (alpha / beta) is 3.73 / 3.63 eV. The spin multiplicity is 2. The total charge is +1. The HOMO energy (alpha / beta) comes out at -8.89 / -8.79 eV.

Each line ends with the Löwdin spin population.
Element x y z (Å)
1 Yb 0.281104 -1.892890 -2.169935  0.000
2 P -0.897020 2.974987 -1.321445  0.002
3 P -2.738327 0.700976 0.286816  0.004
4 O 1.058425 -3.105319 0.255031  0.000
5 O 2.584425 -1.559973 -0.363838  0.000
6 O 0.842040 -3.497834 2.836853  0.000
7 C -0.027012 -0.087294 -4.985570  0.000
8 C -0.953801 3.288020 -3.133390  0.000
9 C 0.236810 1.261270 3.520916  0.269
10 C 4.752930 -2.511700 3.346702  0.000
11 C 0.875578 4.357291 1.533305  0.005
12 C -1.449565 -0.603131 -4.928340  0.000
13 C -1.958554 1.476679 -1.278387  0.001
14 C 0.815820 2.264618 -1.262205  0.001
15 C 0.467913 -3.204860 -4.297119  0.000
16 C -0.896848 -3.385503 -3.612929  0.000
17 C 3.976410 -1.926521 2.299520  0.000
18 C -0.992890 2.752566 2.289307  0.288
19 C -1.073870 1.583856 3.081843  0.011
20 C 2.130026 -2.389644 0.471837  0.000
21 C 0.375661 3.124653 2.172882  0.082
22 C -2.139457 3.492765 1.696789  0.051
23 C 2.838652 -2.593048 1.825547  0.000
24 C -1.730902 -2.265936 -3.039962  0.000
25 C 2.925999 -3.991648 3.850708  0.000
26 C 0.856002 -0.707961 -3.914583  0.000
27 C -1.812023 -0.989801 -3.504453  0.000
28 C -2.326530 0.889657 3.461745  -0.012
29 C 2.185565 -3.393377 2.803476  0.000
30 C 0.614054 0.242846 4.527059  0.047
31 C 2.605270 2.186587 3.148279  0.022
32 C -4.365298 0.123061 -0.357661  0.001
33 C 1.309090 -1.989931 -4.032045  0.000
34 C 4.239630 -3.610801 4.042827  0.000
35 C 1.139938 2.190938 2.932348  0.159
36 C -1.975328 -1.030582 0.440729  0.000
37 H -5.114836 0.301888 0.443467  0.000
38 H 1.970490 4.359926 1.470982  0.000
39 H 0.569618 -3.437039 1.855805  0.000
40 H -2.809283 1.745913 -1.917286  0.000
41 H -0.010058 0.994350 -4.816925  0.000
42 H -1.069478 4.385533 -3.173539  0.000
43 H -0.893677 -0.994719 0.609456  0.000
44 H 3.077678 1.299101 2.697346  0.007
45 H 5.712006 -2.100807 3.598925  0.000
46 H 4.879494 -4.200110 4.714699  0.000
47 H 0.969437 1.301479 -1.739339  0.000
48 H 0.556306 5.263871 2.086377  0.003
49 H -2.878250 0.573264 2.557828  -0.003
50 H 1.117107 2.173500 -0.202295  0.000
51 H -0.719750 -4.136989 -2.819129  0.000
52 H -2.147056 0.149649 -5.298135  0.000
53 H -2.598606 4.156774 2.448100  0.020
54 H -2.424985 -1.579323 1.311743  0.000
55 H -1.827291 4.089851 0.829519  0.003
56 H -0.020342 3.026400 -3.625445  0.000
57 H 1.196215 0.677315 5.357365  0.012
58 H -2.112204 -0.024436 4.019590  0.000
59 H -0.276190 -0.238189 4.945668  0.000
60 H 3.076515 3.058571 2.684817  0.000
61 H -2.457134 -2.612292 -2.267320  0.000
62 H -4.626216 0.715157 -1.242045  0.000
63 H -1.547961 -3.886059 -4.334226  0.000
64 H -4.337198 -0.953681 -0.588677  0.000
65 H 1.535935 2.926175 -1.760101  0.000
66 H 4.292036 -0.991662 1.832030  0.000
67 H 2.418293 -4.694891 4.495280  0.000
68 H 1.482983 0.011575 -3.336065  0.000
69 H -2.911548 2.781592 1.353910  0.007
70 H 1.212739 -0.566047 4.085594  0.016
71 H 0.405163 -0.285809 -5.987838  0.000
72 H 0.502463 4.442678 0.503540  0.001
73 H -2.179701 -1.627221 -0.487578  0.000
74 H -1.584623 -1.437409 -5.628654  0.000
75 H 2.323629 -2.257558 -3.683273  0.000
76 H 2.857244 2.176859 4.224038  0.006
77 H -1.769980 2.759671 -3.615358  0.000
78 H -2.631865 -0.362919 -3.103339  0.000
79 H 0.336319 -3.306443 -5.388404  0.000
80 H -1.422426 0.682305 -1.813766  0.000
81 H 1.104844 -4.065445 -3.972397  0.000
82 H -2.999769 1.532635 4.052398  -0.003

Cartesian forces, eV/Å:
1.535 -0.894 10.233
0.771 -0.141 0.082
0.717 -0.511 -0.440
0.527 1.095 -0.947
-1.083 -0.712 -0.226
-0.336 -0.815 -1.890
-0.068 0.471 0.012
0.058 0.730 0.181
-2.096 -0.230 -0.048
-1.360 0.528 -0.841
0.223 0.629 -0.338
0.192 0.054 -0.013
-0.333 -1.284 0.055
0.229 0.299 0.937
1.291 -0.792 -1.935
-0.839 -1.217 -0.004
1.249 -0.962 0.115
-0.533 -0.741 0.069
0.756 -0.298 0.377
0.046 0.614 0.684
2.319 -1.395 1.557
-0.349 0.288 0.147
-1.390 0.316 0.192
-2.656 0.773 -0.926
-0.582 0.672 -0.758
2.641 1.340 -3.884
-3.114 -1.364 -1.283
-0.561 -0.248 0.157
0.656 -0.171 0.721
-0.106 -0.491 0.173
0.498 -0.034 0.040
-0.279 0.041 0.177
1.822 0.635 -1.350
0.548 -0.209 -0.162
-0.494 2.576 -1.890
-0.116 0.004 -0.508
0.328 -0.179 -0.649
-0.232 0.084 0.087
0.221 0.030 1.362
0.016 -0.069 0.105
-0.040 -0.163 -0.102
-0.159 -0.528 -0.619
-0.006 0.093 0.169
-0.117 0.100 0.181
0.191 0.164 0.049
-0.358 0.570 -0.068
-0.340 -0.472 -0.152
0.163 -0.357 -0.308
0.033 0.216 0.678
-0.006 -0.067 -0.425
-0.411 0.138 -0.069
0.016 0.069 0.236
0.109 -0.088 -0.171
0.345 0.602 -0.812
-0.139 -0.021 0.499
0.096 -0.023 -0.041
-0.154 -0.110 -0.326
-0.105 0.147 0.150
0.211 0.134 0.028
-0.036 -0.108 0.196
0.859 0.487 -0.284
-0.250 -0.235 0.174
0.036 -0.126 0.144
-0.219 0.390 -0.090
-0.285 0.168 0.226
0.218 -0.554 -0.255
0.034 -0.062 -0.019
-0.031 -0.468 -0.637
0.265 0.596 0.408
0.096 0.167 0.053
-0.035 0.198 0.662
0.024 0.207 0.203
0.057 0.327 0.757
0.086 -0.174 0.428
-0.457 0.378 0.452
-0.044 0.027 -0.399
-0.236 0.225 -0.166
0.871 -0.478 0.286
-0.016 -0.029 0.351
0.085 0.028 -0.111
-0.610 0.492 -0.557
0.144 -0.287 -0.092

***

Below is one molecule with the formula C24H19N3O4, with properties calculated with ωB97M-V with the def2-TZVPD basis set.

Its SMILES is Cc1cccc(C(=O)Nc2ccccc2C(=O)OCC(=O)Nc2ccc(C#N)cc2)c1. The calculation puts the relative energy (zero: lowest compared OMol25 entry of this formula, charge and spin) at 0.0 kJ/mol. Its gap between HOMO and LUMO is 8.73 eV. The HOMO energy comes out at -8.96 eV.

Each line ends with the natural charge from an NBO analysis.
Element x y z (Å)
1 O 1.578702 -1.432125 1.713522  -0.596
2 O -4.330454 -0.124182 -1.668701  -0.593
3 O 0.495874 2.843592 1.257584  -0.632
4 O -0.698184 0.964031 1.479296  -0.520
5 N 7.946869 -0.134191 -2.396799  -0.306
6 N -2.511677 0.564340 -0.455146  -0.638
7 N 2.259370 0.670308 1.111169  -0.637
8 C -2.656418 4.746522 -0.652046  -0.251
9 C 6.974623 -0.010997 -1.801542  0.277
10 C 1.441792 -0.229173 1.703882  0.653
11 C 0.252231 0.447540 2.407903  -0.165
12 C -1.607828 2.724077 0.168283  -0.268
13 C -3.207595 -2.733284 -1.731385  -0.203
14 C 3.427707 0.443409 0.384284  0.256
15 C -1.655620 4.118704 0.053270  -0.122
16 C -2.874348 -1.773771 -0.777253  -0.071
17 C -3.595331 2.600488 -1.195985  -0.271
18 C -0.505883 2.210548 0.991285  0.812
19 C -2.137592 -2.152531 0.340528  -0.223
20 C 5.236981 1.415740 -0.871594  -0.129
21 C -1.699007 -3.461116 0.499683  0.006
22 C 4.072019 1.560666 -0.151723  -0.268
23 C 5.132890 -0.973700 -0.534418  -0.135
24 C -0.890486 -3.831094 1.703764  -0.646
25 C -3.633470 3.976818 -1.270048  -0.150
26 C -2.587144 1.943561 -0.485795  0.297
27 C 3.965794 -0.827116 0.186409  -0.261
28 C 5.777761 0.143004 -1.067212  -0.209
29 C -3.341210 -0.379400 -1.016457  0.665
30 C -2.777257 -4.036653 -1.579667  -0.196
31 C -2.020172 -4.395908 -0.476749  -0.201
32 H -3.029776 -4.777431 -2.323600  0.217
33 H -1.461939 -3.651787 2.613925  0.216
34 H -0.605264 -4.879094 1.675292  0.215
35 H -1.681106 -5.415997 -0.368278  0.212
36 H -3.796419 -2.433141 -2.584464  0.235
37 H 0.610983 1.254683 3.055887  0.218
38 H 5.736195 2.279015 -1.285429  0.230
39 H -1.725930 0.194167 0.061047  0.425
40 H 1.979196 1.649668 1.182197  0.438
41 H -0.283480 -0.301215 2.994188  0.224
42 H 3.648396 2.542692 0.002393  0.221
43 H -2.681222 5.822700 -0.719806  0.220
44 H 3.468869 -1.689222 0.598464  0.258
45 H -4.429306 4.454580 -1.821055  0.220
46 H 0.013014 -3.223771 1.750853  0.251
47 H -4.346557 2.006610 -1.689240  0.263
48 H -1.915613 -1.444673 1.126997  0.199
49 H -0.886500 4.690151 0.550719  0.234
50 H 5.553523 -1.956032 -0.688431  0.230

Cartesian forces, eV/Å:
0.077 -0.203 0.030
-0.059 -0.019 -0.077
-0.239 -0.042 0.038
-0.240 0.043 -0.243
0.319 -0.041 -0.197
0.311 -0.405 0.267
0.181 0.555 -0.099
-0.027 0.081 -0.017
0.459 -0.057 -0.283
-0.522 0.264 0.218
0.341 -0.126 0.377
-0.317 0.186 -0.232
-0.014 0.179 0.030
0.306 -0.209 -0.194
0.022 -0.158 0.025
-0.024 -0.476 -0.015
-0.209 -0.115 -0.111
0.463 0.150 0.209
-0.091 -0.028 -0.222
0.016 -0.169 0.011
-0.007 -0.072 -0.053
-0.050 -0.088 0.037
0.119 0.286 -0.111
0.065 0.027 0.035
0.211 -0.005 0.135
-0.044 0.415 -0.003
-0.134 -0.108 0.097
-0.733 0.053 0.451
0.037 0.222 0.007
-0.024 0.021 -0.039
-0.002 0.092 0.071
-0.015 -0.052 -0.071
-0.005 -0.034 0.103
0.020 -0.083 0.049
0.042 -0.094 0.032
-0.057 0.026 -0.060
-0.112 -0.121 -0.074
0.021 0.045 -0.020
-0.227 0.036 -0.162
-0.063 -0.349 0.085
0.159 0.086 -0.145
-0.033 0.106 0.009
0.008 0.095 0.010
-0.010 -0.001 0.005
-0.076 0.018 -0.058
0.036 -0.025 0.063
0.022 -0.002 -0.003
0.037 0.121 0.088
0.038 0.030 0.015
0.022 -0.052 -0.008

***

Below is C3H6N4O as an isolated structure at a distorted geometry, with properties calculated with ωB97M-V with the def2-TZVPD basis set.

The calculation puts the relative energy (zero: lowest compared OMol25 entry of this formula, charge and spin) at 588.1 kJ/mol. Its gap between HOMO and LUMO is 9.83 eV. The HOMO energy comes out at -9.18 eV.

Each line ends with the natural charge from an NBO analysis.
Element x y z (Å)
1 O -1.999759 0.169345 0.345660  -0.326
2 N 0.230757 -0.684691 0.851833  -0.524
3 N -0.640596 0.486024 0.516579  0.006
4 N 2.384216 -0.954839 -0.417396  -0.629
5 N 1.387746 1.187906 -0.345735  -0.514
6 C 1.496160 -0.171703 -0.019166  0.485
7 C -2.093130 -0.789690 -0.715038  -0.293
8 C 0.052759 1.273027 -0.151669  0.264
9 H 2.044383 -1.917542 0.110024  0.337
10 H -0.458846 2.044639 -0.680731  0.203
11 H -2.009061 -0.080075 -1.590903  0.189
12 H 0.654093 -0.485669 1.839567  0.378
13 H -3.021701 -1.392388 -0.699193  0.213
14 H -1.480384 -1.634333 -0.665773  0.212

Cartesian forces, eV/Å:
1.155 -0.131 0.919
2.233 2.710 0.396
-1.744 -6.139 4.266
-0.899 -3.595 2.406
-3.517 -1.745 1.033
-0.328 -0.354 0.710
-1.833 1.654 -1.676
3.703 5.587 -4.594
1.431 2.472 -2.091
-0.500 0.797 -0.060
-0.057 -1.838 0.114
-1.482 -0.387 -1.815
-0.431 1.462 0.243
2.267 -0.494 0.147

***

The highest relative energy (zero: lowest compared OMol25 entry of this formula, charge and spin) belongs to which entry?
C3H6N4O

***

Which formula does entry 1 have?
C30H46O3P2Yb